Entry 1:
Formula: C3H9NO3
Source: the Open Molecules 2025 dataset
Level of theory: the ωB97M-V functional and the def2-TZVPD basis

Calculated values
HOMO level: -10.15 eV
ΔE to the lowest compared entry with this formula, charge and spin: 110.3 kJ/mol
net charge: 0
gap between HOMO and LUMO: 10.53 eV
SMILES: CCNC(=O)O.O

Last column: natural (NBO) charge in e.
Cartesian coordinates (Å):
1 C 0.10 0.90 -0.55  -0.21
2 N -0.54 -0.30 -0.94  -0.64
3 C -0.08 -1.49 -0.50  0.88
4 O -0.96 -2.55 -0.74  -0.67
5 O 1.09 -1.65 -0.13  -0.64
6 C -0.76 2.11 -0.51  -0.60
7 H 0.84 1.19 -1.37  0.17
8 H 0.64 0.83 0.35  0.23
9 H -1.30 -0.18 -1.59  0.40
10 H -1.79 -2.11 -0.55  0.47
11 H -0.01 2.90 -0.59  0.23
12 H -1.42 2.11 -1.34  0.20
13 H -1.36 2.16 0.46  0.21
14 H 1.77 -1.62 3.42  0.46
15 H 1.69 -1.35 1.84  0.50
16 O 2.07 -0.96 2.74  -0.97

Entry 2:
Formula: C29H47BrN5O15S
Source: the Open Molecules 2025 dataset
Level of theory: the ωB97M-V functional and the def2-TZVPD basis

Calculated values
HOMO level: -7.86 eV
net charge: +1
gap between HOMO and LUMO: 3.88 eV

Last column: Löwdin charge in e.
Cartesian coordinates (Å):
1 N -3.27 -0.10 1.58  0.03
2 C -2.34 -0.36 0.38  -0.58
3 N -3.05 0.05 -0.91  0.04
4 N -1.10 0.48 0.61  0.04
5 C -1.98 -1.98 0.33  -0.11
6 C -0.37 -2.31 0.45  -0.09
7 C 0.39 -2.80 1.83  0.07
8 C 1.99 -3.08 1.87  -0.01
9 N 2.77 -2.94 0.62  0.07
10 N 2.12 -2.57 -0.51  -0.19
11 C 3.06 -2.52 -1.74  -0.16
12 C 3.78 -1.06 -1.95  -0.23
13 C 3.02 0.22 -1.28  -0.43
14 S 3.29 0.37 0.60  0.84
15 C 0.70 -2.21 -0.83  -0.40
16 Br -0.08 -1.63 -2.58  0.81
17 H -3.77 0.83 1.43  0.09
18 H -2.70 0.07 2.46  0.06
19 H -3.40 1.04 -0.75  0.09
20 H -3.92 -0.54 -0.94  0.08
21 H -0.42 0.43 -0.19  0.05
22 H -0.64 0.28 1.53  0.08
23 H -2.47 -2.51 -0.62  0.12
24 H -2.54 -2.47 1.26  0.13
25 H -0.23 -2.92 2.83  0.09
26 H 2.52 -3.41 2.87  0.14
27 H 2.53 -2.95 -2.72  0.12
28 H 3.95 -3.29 -1.55  0.15
29 H 4.85 -1.14 -1.42  0.12
30 H 4.02 -0.94 -3.12  0.13
31 H 3.54 1.19 -1.73  0.11
32 H 1.88 0.32 -1.58  0.06
33 H 2.25 -0.36 1.25  -0.05
34 C -4.32 -1.34 6.94  -0.02
35 C -2.86 -1.03 6.68  -0.33
36 C -2.64 0.04 5.66  -0.11
37 O -1.39 -0.30 5.11  0.06
38 C -1.25 -1.65 5.27  -0.48
39 O -0.38 -2.32 4.74  0.09
40 O -2.21 -2.15 6.10  0.11
41 H -4.42 -2.08 7.74  0.09
42 H -4.87 -0.44 7.23  0.10
43 H -4.79 -1.78 6.05  0.10
44 H -2.35 -0.79 7.63  0.15
45 H -2.61 1.04 6.11  0.15
46 H -3.39 0.04 4.86  0.13
47 C -0.16 5.63 1.16  -0.02
48 C 1.24 5.06 1.07  -0.34
49 C 1.76 4.94 -0.33  -0.10
50 O 2.65 3.85 -0.25  0.08
51 C 2.22 3.07 0.79  -0.43
52 O 2.64 1.95 1.03  -0.25
53 O 1.27 3.71 1.52  0.10
54 H -0.45 5.76 2.21  0.09
55 H -0.22 6.60 0.66  0.10
56 H -0.89 4.95 0.72  0.09
57 H 1.93 5.64 1.70  0.17
58 H 2.28 5.84 -0.66  0.15
59 H 0.98 4.70 -1.06  0.15
60 C -0.02 0.95 -4.80  -0.06
61 C 0.18 1.38 -6.24  -0.35
62 C -1.01 1.10 -7.11  -0.11
63 O -0.42 0.92 -8.39  0.08
64 C 0.86 0.50 -8.17  -0.48
65 O 1.60 0.07 -9.04  0.13
66 O 1.21 0.63 -6.85  0.09
67 H 0.85 1.25 -4.19  0.08
68 H -0.92 1.39 -4.36  0.10
69 H -0.09 -0.14 -4.72  0.01
70 H 0.46 2.44 -6.28  0.16
71 H -1.72 1.92 -7.12  0.15
72 H -1.54 0.17 -6.84  0.14
73 C -3.76 -0.37 12.96  -0.02
74 C -4.13 -1.15 11.72  -0.35
75 C -3.76 -0.45 10.44  -0.11
76 O -4.73 -0.94 9.53  -0.01
77 C -5.82 -1.29 10.27  -0.49
78 O -6.91 -1.56 9.80  0.15
79 O -5.53 -1.28 11.61  0.10
80 H -3.98 -0.96 13.86  0.09
81 H -2.70 -0.11 12.97  0.09
82 H -4.35 0.55 13.04  0.10
83 H -3.69 -2.16 11.76  0.16
84 H -2.75 -0.70 10.11  0.14
85 H -3.86 0.64 10.50  0.15
86 C 3.51 -1.35 -10.81  -0.03
87 C 4.97 -1.05 -11.07  -0.35
88 C 5.19 0.03 -12.09  -0.12
89 O 6.45 -0.31 -12.64  0.06
90 C 6.59 -1.66 -12.48  -0.51
91 O 7.46 -2.33 -13.01  0.13
92 O 5.63 -2.16 -11.65  0.08
93 H 3.42 -2.09 -10.01  0.09
94 H 2.96 -0.45 -10.52  0.06
95 H 3.04 -1.79 -11.69  0.10
96 H 5.48 -0.81 -10.12  0.16
97 H 5.22 1.03 -11.64  0.14
98 H 4.44 0.03 -12.89  0.14

Entry 3:
Formula: C7H12
Source: the Open Molecules 2025 dataset
Level of theory: the ωB97M-V functional and the def2-TZVPD basis

Calculated values
HOMO level: -9.24 eV
ΔE to the lowest compared entry with this formula, charge and spin: 139.1 kJ/mol
net charge: 0
gap between HOMO and LUMO: 10.27 eV
SMILES: CC#CCCCC

Last column: natural (NBO) charge in e.
Cartesian coordinates (Å):
1 C -3.21 0.86 -0.04  -0.60
2 C -2.09 0.04 -0.67  -0.39
3 C -0.78 0.14 0.11  -0.38
4 C 0.29 -0.72 -0.57  -0.47
5 C 1.64 -0.57 -0.06  -0.02
6 C 2.81 -0.42 0.17  -0.01
7 C 4.08 -0.21 0.84  -0.68
8 H -3.40 0.53 0.99  0.20
9 H -2.94 1.92 0.00  0.20
10 H -4.14 0.77 -0.61  0.21
11 H -2.39 -1.02 -0.73  0.19
12 H -1.91 0.37 -1.70  0.19
13 H -0.93 -0.18 1.15  0.20
14 H -0.45 1.18 0.15  0.20
15 H 0.00 -1.77 -0.54  0.22
16 H 0.35 -0.43 -1.63  0.22
17 H 3.75 -0.18 1.88  0.24
18 H 4.56 0.73 0.57  0.23
19 H 4.78 -1.04 0.70  0.23

Entry 4:
Formula: C5H11NO
Source: the Open Molecules 2025 dataset
Level of theory: the ωB97M-V functional and the def2-TZVPD basis

Calculated values
HOMO level: -9.48 eV
ΔE to the lowest compared entry with this formula, charge and spin: 191.6 kJ/mol
net charge: 0
gap between HOMO and LUMO: 10.59 eV
SMILES: CCN1C[C@H]1CO

Last column: natural (NBO) charge in e.
Cartesian coordinates (Å):
1 C -0.33 1.05 -2.07  -0.61
2 C 0.25 1.37 -0.70  -0.21
3 N -0.25 0.42 0.29  -0.44
4 C 0.34 0.46 1.61  -0.26
5 C 0.60 -0.68 0.70  -0.11
6 C -0.10 -2.02 0.87  -0.06
7 O -1.49 -1.86 0.94  -0.72
8 H 0.03 1.76 -2.83  0.21
9 H -1.42 1.11 -2.04  0.21
10 H -0.06 0.04 -2.39  0.21
11 H 1.35 1.36 -0.74  0.17
12 H -0.06 2.37 -0.39  0.19
13 H 1.15 1.17 1.78  0.19
14 H -0.36 0.34 2.44  0.21
15 H 1.60 -0.72 0.25  0.20
16 H 0.18 -2.68 0.03  0.16
17 H 0.24 -2.50 1.79  0.18
18 H -1.68 -1.03 0.47  0.49

> Which formula does entry 2 have?

C29H47BrN5O15S

> net charge of number 3 (C7H12)?

0

> Among the records above, which one has the highest HOMO level?

C29H47BrN5O15S